1.
Formula: C4H7N2S
Source: OMol25
Level of theory: wB97M-V/def2-TZVPD

Geometry as XYZ:
```
14
Properties=species:S:1:pos:R:3:forces:R:3
S 1.9849 0.0554 0.6807 1.55 0.89 -0.02
N -1.6917 -1.4195 -0.9913 2.03 0.07 1.19
N 0.4775 -0.2293 0.4098 -0.85 1.09 -1.37
C -0.9813 -0.7394 -1.7890 1.35 0.26 0.17
C -0.1018 -1.3342 0.8746 -2.75 0.02 -2.97
C 2.3067 1.7721 0.0575 -3.92 -1.48 0.80
C -1.1680 -1.9010 0.2288 -0.04 -0.04 0.47
H 0.1894 -1.7928 1.7207 1.38 -1.58 2.86
H 2.1388 2.4682 0.8386 0.01 0.58 0.85
H -1.3487 -0.4179 -2.7287 -0.69 0.67 -0.77
H 3.2351 1.7935 -0.3161 3.63 -0.04 -1.09
H 1.6142 1.9795 -0.7456 -0.33 -0.12 -0.19
H -2.6152 -1.7159 -1.1820 -1.40 -0.50 -0.53
H -1.6307 -2.8389 0.5019 0.03 0.20 0.59
```
Forces are in eV/Å.

Computed properties:
- ΔE to the lowest compared entry with this formula, charge and spin: 124.11 kcal/mol
- Max |F|: 4.27 eV/Å
- Charge: +1
- Total energy: -663.8769 Ha

Need the Mulliken charges? In units of e they are: 0.230, 0.006, -0.211, -0.229, 0.022, -0.829, -0.428, 0.463, 0.338, 0.316, 0.382, 0.294, 0.263, 0.382



2.
Formula: C4H7N2S
Source: OMol25
Level of theory: wB97M-V/def2-TZVPD

Geometry as XYZ:
```
14
Properties=species:S:1:pos:R:3:forces:R:3
S 1.6499 -1.2874 -0.7503 2.37 -0.98 -4.27
N -0.1544 -0.5337 1.0676 -2.05 0.91 -0.42
N 0.3075 -0.5114 -1.1606 -1.86 0.69 -1.08
C -1.9674 0.5685 -0.2628 0.84 -2.84 -2.95
C -0.5834 -0.1065 -0.0669 -0.76 0.15 0.49
C 1.0371 -0.9758 1.3488 1.61 2.18 2.85
C 2.2642 -0.3382 0.7421 -1.79 -1.08 -0.16
H -2.1701 1.1527 0.5391 -0.63 1.28 2.90
H 3.1725 -0.8044 1.0869 0.29 -0.29 -0.10
H 2.4552 0.7072 0.4069 -0.80 -0.60 0.55
H 1.1519 -1.8040 2.0321 0.08 -0.05 0.13
H -2.7853 -0.2121 -0.4362 1.15 1.00 0.36
H -0.0711 -0.5278 -2.1720 1.16 0.01 2.06
H -2.0173 1.2883 -1.0825 0.40 -0.39 -0.35
```
Forces are in eV/Å.

Computed properties:
- Expectation value of S²: 2.0159
- ΔE to the lowest compared entry with this formula, charge and spin: 50.53 kcal/mol
- Max |F|: 4.98 eV/Å
- Charge: +1
- 2S+1: 3
- Total energy: -663.8763 Ha

Need the Mulliken charges? In units of e they are: 0.209, -0.279, -0.096, -1.093, 0.430, -0.156, -0.489, 0.354, 0.354, 0.317, 0.436, 0.288, 0.339, 0.386



3.
Formula: C4H7N3
Source: OMol25
Level of theory: wB97M-V/def2-TZVPD

Geometry as XYZ:
```
14
Properties=species:S:1:pos:R:3:forces:R:3
N 1.7355 0.7397 -0.0995 -0.02 0.59 1.03
N 0.6463 0.0040 0.4001 -0.26 -0.66 0.03
N -0.5642 -1.3944 1.6371 0.16 -0.01 -0.20
C -0.5771 -0.1016 -0.2229 -0.59 0.58 0.00
C -0.9691 0.6702 -1.4535 0.02 -0.81 0.01
C 0.6026 -0.8373 1.4892 0.79 0.29 0.25
C -1.3154 -0.9364 0.5779 0.58 0.14 -0.23
H -2.3234 -1.2659 0.4255 -0.24 0.01 -0.02
H -0.3452 0.3472 -2.3101 -0.48 0.22 0.29
H 1.9707 1.4793 0.6004 -0.20 -0.87 -0.86
H 1.4988 -1.0099 2.0991 -0.56 0.17 -0.22
H -0.8395 1.7415 -1.3298 0.03 0.10 0.06
H -2.0412 0.4600 -1.6408 0.68 0.14 -0.11
H 2.5211 0.1037 -0.1727 0.09 0.12 -0.06
```
Forces are in eV/Å.

Computed properties:
- ΔE to the lowest compared entry with this formula, charge and spin: 17.51 kcal/mol
- Max |F|: 1.24 eV/Å
- Structure (SMILES): Cc1cncn1N
- Charge: 0
- Total energy: -320.8554 Ha

Need the Mulliken charges? In units of e they are: -0.863, 0.362, -0.661, 0.708, -1.031, -0.096, -0.498, 0.405, 0.248, 0.257, 0.358, 0.278, 0.283, 0.249



4.
Formula: C4H7N3
Source: OMol25
Level of theory: wB97M-V/def2-TZVPD

Geometry as XYZ:
```
14
Properties=species:S:1:pos:R:3:forces:R:3
N 1.2313 -1.4243 -0.6682 -0.11 0.50 0.10
N -0.3582 0.1088 0.2781 0.25 0.20 -0.08
N 2.6652 1.7497 -0.4677 -0.92 -1.02 0.07
C -1.2308 0.7151 -0.7667 -0.06 0.06 -0.13
C 0.9835 -0.2409 -0.3258 -0.09 -0.52 0.04
C -1.1569 -0.9340 1.0095 0.17 -0.24 0.09
C 1.9209 0.8615 -0.4130 0.82 1.09 -0.04
H -0.5052 -1.2938 1.8197 -0.04 0.00 -0.19
H -2.1368 1.0005 -0.2346 0.08 0.03 -0.18
H -0.1787 0.8445 0.9633 0.05 -0.08 -0.06
H -1.4685 -0.0592 -1.4997 0.09 0.11 0.16
H -0.7439 1.5693 -1.2451 0.01 -0.10 0.02
H 2.1777 -1.5233 -1.0404 -0.16 0.05 0.03
H -1.2658 -1.7330 0.2682 -0.10 -0.09 0.17
```
Forces are in eV/Å.

Computed properties:
- ΔE to the lowest compared entry with this formula, charge and spin: 98.70 kcal/mol
- Max |F|: 1.37 eV/Å
- Charge: 0
- Total energy: -320.7260 Ha

Need the Mulliken charges? In units of e they are: -0.493, -0.034, -0.376, -1.005, 0.521, -0.849, 0.105, 0.192, 0.416, 0.356, 0.362, 0.327, 0.280, 0.200